Arrangement i

Computed, not measured: a cluster of 2 separate species, CH7NO in total, with ωB97M-V with the def2-TZVPD basis set.

Atoms and positions in Å:
C 2.837 1.947 2.435
N 1.767 1.170 1.688
H 3.417 2.660 1.866
H 3.562 1.202 2.794
H 2.227 2.374 3.236
H 1.353 1.876 1.072
H 2.255 0.505 1.079
O -4.295 -2.922 -3.595
H -3.823 -2.837 -4.435
H -4.030 -2.099 -3.158

## Properties
Molecular weight (g/mol): 49.07
Multiplicity: 1
SMILES: CN.O
Lowest unoccupied orbital energy (Eh): 0.0397

How is the electron density shared among the atoms? According to Löwdin, the charges in e are:
1. C -0.183
2. N -0.089
3. H 0.051
4. H 0.065
5. H 0.063
6. H 0.047
7. H 0.046
8. O -0.069
9. H 0.033
10. H 0.036

---

Arrangement ii

Computed, not measured: a cluster of 2 separate species, CH7NO in total, with ωB97M-V with the def2-TZVPD basis set.

Atoms and positions in Å:
C -0.542 -1.708 0.700
N -0.763 -0.300 0.561
H -0.197 -2.181 -0.280
H -1.378 -2.254 1.195
H 0.362 -1.966 1.286
H -0.129 0.044 -0.115
H -1.586 -0.147 0.042
O 1.089 1.913 -1.114
H 1.782 1.233 -1.159
H 1.032 2.315 -0.176

## Properties
Molecular weight (g/mol): 49.07
Multiplicity: 1
SMILES: CN.O
Lowest unoccupied orbital energy (Eh): 0.0302

How is the electron density shared among the atoms? According to Löwdin, the charges in e are:
1. C -0.228
2. N -0.063
3. H 0.080
4. H 0.078
5. H 0.062
6. H 0.010
7. H 0.044
8. O -0.108
9. H 0.036
10. H 0.090

---

Arrangement iii

Computed, not measured: a cluster of 2 separate species, CH7NO in total, with ωB97M-V with the def2-TZVPD basis set.

Atoms and positions in Å:
C 1.607 0.177 0.040
N 0.906 -0.652 -0.850
H 1.628 -0.332 1.123
H 2.731 0.617 -0.150
H 1.056 1.174 0.034
H 1.121 -0.433 -1.788
H 1.499 -1.544 -0.825
O -2.387 0.530 0.773
H -1.746 -0.257 0.321
H -3.181 0.036 0.812

## Properties
Molecular weight (g/mol): 49.07
Multiplicity: 1
SMILES: CN.O
Lowest unoccupied orbital energy (Eh): 0.0350

How is the electron density shared among the atoms? According to Löwdin, the charges in e are:
1. C -0.294
2. N -0.098
3. H 0.107
4. H 0.100
5. H 0.071
6. H 0.041
7. H 0.097
8. O -0.133
9. H 0.131
10. H -0.023

---

Top of the stability list: arrangement i, leading by 0.118 eV.

---

Arrangement i

Computed, not measured: the molecule C8H12NOP, with ωB97M-V with the def2-TZVPD basis set.

Atoms and positions in Å:
C -0.367 -0.618 3.337
C -0.395 -0.749 1.918
C 0.241 0.339 4.079
C -0.091 0.298 1.118
C 0.864 -0.845 -0.885
C 0.431 1.527 -0.973
C 0.049 -1.171 -2.132
C -0.411 1.099 -2.136
N 0.477 0.340 -0.133
O -0.017 -0.024 -2.961
P 1.306 1.574 3.386
H -0.935 -1.431 4.019
H -0.706 -1.759 1.591
H 0.054 0.533 5.065
H 0.940 -1.673 -0.194
H 1.928 -0.722 -1.123
H 1.419 1.868 -1.289
H 0.052 2.377 -0.291
H 0.630 -1.948 -2.784
H -1.018 -1.591 -2.038
H -1.471 1.063 -1.805
H -0.550 1.899 -2.832
H -0.197 1.380 1.488

## Properties
Molecular weight (g/mol): 169.16
Multiplicity: 1
Lowest unoccupied orbital energy (alpha / beta) (Eh): -0.0102 / -0.0242

How is the electron density shared among the atoms? According to Löwdin, the charges in e are:
1. C -0.259
2. C -0.148
3. C -0.577
4. C -0.175
5. C -0.139
6. C -0.132
7. C -0.195
8. C -0.202
9. N -0.133
10. O -0.129
11. P 0.712
12. H 0.137
13. H 0.111
14. H -0.019
15. H 0.116
16. H 0.136
17. H 0.126
18. H 0.156
19. H 0.152
20. H 0.143
21. H 0.136
22. H 0.112
23. H 0.071

---

Arrangement ii

Computed, not measured: the molecule C8H12NOP, with ωB97M-V with the def2-TZVPD basis set.

Atoms and positions in Å:
C -2.657 -1.877 1.344
N -2.239 -0.753 0.445
P -3.130 0.390 -0.163
C -1.858 1.397 -0.912
C -0.769 1.627 -0.237
C 0.097 1.839 0.681
C 1.430 1.246 0.630
C 1.781 0.199 -0.153
C 3.196 -0.177 -0.242
C 3.635 -1.074 -1.337
O 4.037 0.152 0.602
H -2.746 -2.771 0.841
H -1.817 -1.844 1.974
H -3.515 -1.564 1.818
H -3.777 1.403 0.473
H -4.094 0.117 -1.112
H -1.925 1.705 -1.883
H -0.075 2.566 1.458
H 2.173 1.752 1.224
H 1.074 -0.438 -0.595
H 3.182 -0.682 -2.199
H 3.254 -2.101 -1.200
H 4.742 -1.113 -1.458

## Properties
Molecular weight (g/mol): 169.16
Multiplicity: 1
SMILES: CN=[PH2]C=C=C/C=C/C(C)=O
Lowest unoccupied orbital energy (Eh): -0.0045

How is the electron density shared among the atoms? According to Löwdin, the charges in e are:
1. C -0.174
2. N -0.324
3. P 0.732
4. C -0.230
5. C -0.098
6. C -0.089
7. C -0.042
8. C -0.020
9. C -0.462
10. C -0.029
11. O 0.043
12. H 0.035
13. H 0.048
14. H 0.027
15. H -0.025
16. H -0.025
17. H 0.039
18. H 0.117
19. H 0.113
20. H 0.102
21. H 0.059
22. H 0.100
23. H 0.102

---

Top of the stability list: arrangement ii, leading by 0.204 eV.

---

Arrangement i

Computed, not measured: the molecule C2H3N3S2, with ωB97M-V with the def2-TZVPD basis set.

Atoms and positions in Å:
N -1.202 -1.756 -2.293
C -0.967 -0.769 -1.586
C -0.120 -0.016 -0.678
N 0.486 1.102 -1.146
S 1.779 1.953 -0.563
N -0.032 -0.722 0.457
S -1.115 -0.167 1.648
H 1.451 1.647 1.064
H 0.231 -1.720 0.348
H -0.511 0.448 2.749

## Properties
Molecular weight (g/mol): 133.20
Multiplicity: 1
SMILES: N#C/C(=N/S)NS
Lowest unoccupied orbital energy (Eh): -0.0334

How is the electron density shared among the atoms? According to Löwdin, the charges in e are:
1. N 0.144
2. C -0.128
3. C -0.620
4. N -0.412
5. S 0.673
6. N -0.409
7. S 0.753
8. H 0.001
9. H 0.129
10. H -0.129

---

Arrangement ii

Computed, not measured: the molecule C2H3N3S2, with ωB97M-V with the def2-TZVPD basis set.

Atoms and positions in Å:
S -3.173 -0.585 -0.115
C -1.583 0.050 -0.228
N -1.017 1.378 -0.359
C 0.268 1.179 -0.027
N 0.678 -0.199 0.157
S 2.209 -0.607 -0.308
N -0.497 -0.855 -0.382
H 1.147 1.928 0.061
H 2.644 -0.568 0.994
H -0.676 -1.721 0.208

## Properties
Molecular weight (g/mol): 133.20
Multiplicity: 1
SMILES: S=c1ncn(S)[nH]1
Lowest unoccupied orbital energy (Eh): -0.0144

How is the electron density shared among the atoms? According to Löwdin, the charges in e are:
1. S 0.544
2. C -0.837
3. N 0.085
4. C -0.171
5. N -0.571
6. S 0.801
7. N -0.037
8. H 0.141
9. H -0.098
10. H 0.143

---

Top of the stability list: arrangement ii, leading by 1.908 eV.

---

Arrangement i

Computed, not measured: a structure of composition C2H6N3O, with ωB97M-V with the def2-TZVPD basis set.

Atoms and positions in Å:
C 0.834 -0.818 -0.507
C 0.426 0.298 0.609
N -1.037 -0.161 0.661
N -0.100 1.336 -0.257
N -1.094 0.376 -0.587
O -0.162 -0.425 -1.493
H 1.776 -0.608 -0.996
H 0.798 -1.825 -0.061
H 1.175 0.432 1.416
H -1.252 -1.108 0.943
H -0.328 2.232 0.108
H -1.936 0.765 -1.079

## Properties
Molecular weight (g/mol): 88.09
Multiplicity: 1
Total charge: +1
Lowest unoccupied orbital energy (Eh): -0.1321

How is the electron density shared among the atoms? According to Löwdin, the charges in e are:
1. C -0.062
2. C -0.114
3. N 0.116
4. N 0.100
5. N -0.020
6. O -0.023
7. H 0.132
8. H 0.131
9. H 0.176
10. H 0.156
11. H 0.152
12. H 0.257

---

Arrangement ii

Computed, not measured: a cluster of 2 separate species, C2H6N3O in total, with ωB97M-V with the def2-TZVPD basis set.

Atoms and positions in Å:
C -2.084 0.324 -0.450
C 0.007 0.002 0.322
N -1.989 -0.909 0.360
N -0.821 -1.124 0.692
N 1.335 -0.319 -0.274
O -0.713 0.790 -0.569
H -2.645 0.296 -1.409
H -2.847 1.008 -0.043
H 0.295 0.557 1.681
H 2.202 0.372 -0.268
H 1.170 -0.423 -1.291
H 1.709 -1.197 0.047

## Properties
Molecular weight (g/mol): 88.09
Multiplicity: 1
Total charge: +1
Lowest unoccupied orbital energy (Eh): -0.1699

How is the electron density shared among the atoms? According to Löwdin, the charges in e are:
1. C -0.127
2. C -0.398
3. N 0.102
4. N 0.057
5. N 0.239
6. O -0.031
7. H 0.149
8. H 0.142
9. H 0.278
10. H 0.246
11. H 0.183
12. H 0.159

---

Top of the stability list: arrangement ii, leading by 2.529 eV.